{
  "formula": "C63H143N5O11",
  "method": "ωB97M-V/def2-TZVPD",
  "largest_force_ev_per_a": 3.9,
  "gap_ha": 0.3312,
  "homo_ha": -0.3120,
  "relative_energy_kj_mol": 334.9,
  "total_charge": 0,
  "smiles": "CC1(C)CCCC(C)(C)N1O.CC1(C)CCCC(C)(C)N1O.CC1(C)CCCC(C)(C)N1O.CC1(C)CCCC(C)(C)N1O.CC1(C)CCCC(C)(C)N1O.CC(C)O.CC(C)O.CC(C)O.CC(C)O.CC(C)O.CC(C)O",
  "species": ["C", "C", "C", "C", "C", "C", "N", "O", "C", "C", "C", "H", "H", "H", "H", "H", "H", "H", "H", "H", "H", "H", "H", "H", "H", "H", "H", "H", "H", "H", "C", "C", "C", "C", "C", "C", "N", "O", "C", "C", "C", "H", "H", "H", "H", "H", "H", "H", "H", "H", "H", "H", "H", "H", "H", "H", "H", "H", "H", "H", "C", "C", "C", "C", "C", "C", "N", "O", "C", "C", "C", "H", "H", "H", "H", "H", "H", "H", "H", "H", "H", "H", "H", "H", "H", "H", "H", "H", "H", "H", "C", "C", "C", "C", "C", "C", "N", "O", "C", "C", "C", "H", "H", "H", "H", "H", "H", "H", "H", "H", "H", "H", "H", "H", "H", "H", "H", "H", "H", "H", "C", "C", "C", "C", "C", "C", "N", "O", "C", "C", "C", "H", "H", "H", "H", "H", "H", "H", "H", "H", "H", "H", "H", "H", "H", "H", "H", "H", "H", "H", "C", "C", "C", "O", "H", "H", "H", "H", "H", "H", "H", "H", "C", "C", "C", "O", "H", "H", "H", "H", "H", "H", "H", "H", "C", "C", "C", "O", "H", "H", "H", "H", "H", "H", "H", "H", "C", "C", "C", "O", "H", "H", "H", "H", "H", "H", "H", "H", "C", "C", "C", "O", "H", "H", "H", "H", "H", "H", "H", "H", "C", "C", "C", "O", "H", "H", "H", "H", "H", "H", "H", "H"],
  "coordinates": [[-24.30000, -1.91208, 23.36111], [-22.85963, -2.36180, 23.29688], [-21.98339, -1.08846, 23.49009], [-20.57314, -1.46182, 23.97867], [-20.76502, -2.34312, 25.22698], [-21.52998, -3.64685, 24.96098], [-22.83997, -3.21775, 24.46978], [-23.62230, -4.43965, 24.28507], [-20.76156, -4.63330, 23.99997], [-21.79331, -4.37183, 26.35265], [-22.63983, -3.07110, 21.90470], [-24.50234, -1.40711, 24.32016], [-25.01729, -2.80193, 23.17170], [-24.53005, -1.06595, 22.67681], [-21.92280, -0.52951, 22.58272], [-22.56484, -0.55704, 24.23457], [-19.96204, -0.56122, 24.13687], [-20.01242, -2.05590, 23.19873], [-21.44830, -1.81341, 25.93847], [-19.80566, -2.43975, 25.67558], [-21.30619, -5.59376, 23.73750], [-20.46770, -4.12550, 23.11411], [-19.93506, -4.92728, 24.57880], [-22.16126, -3.77331, 27.17554], [-22.63334, -5.09209, 26.13215], [-20.95111, -4.93951, 26.77285], [-23.16331, -2.46529, 21.13603], [-23.09135, -4.02570, 21.71578], [-21.57003, -3.09347, 21.69259], [-23.13634, -4.81889, 23.51887], [-17.29194, 2.55522, 22.38913], [-17.19334, 2.51872, 20.85786], [-17.74986, 3.84359, 20.26436], [-17.44214, 4.03123, 18.82223], [-15.92462, 3.90298, 18.55049], [-15.31481, 2.65396, 19.15014], [-15.71709, 2.57175, 20.51657], [-15.05958, 1.48735, 21.19352], [-15.56921, 1.32324, 18.35578], [-13.80297, 2.92151, 19.07470], [-17.93117, 1.24976, 20.39829], [-16.48426, 3.27446, 22.75979], [-17.09673, 1.64523, 22.95362], [-18.28296, 2.92903, 22.69875], [-18.87664, 3.70660, 20.25168], [-17.34740, 4.62502, 20.87995], [-17.74890, 5.02086, 18.55359], [-18.04110, 3.28722, 18.25863], [-15.56205, 4.77145, 19.08098], [-15.66280, 4.01847, 17.46457], [-14.92582, 1.10994, 17.51646], [-15.52738, 0.49524, 19.04852], [-16.60490, 1.38703, 17.93243], [-13.61496, 3.79992, 19.62310], [-13.24371, 2.09520, 19.43041], [-13.56084, 3.17548, 18.06932], [-18.29789, 1.26184, 19.31517], [-18.85417, 1.11831, 20.95206], [-17.27917, 0.27411, 20.57712], [-15.51714, 0.68159, 20.91500], [-24.40818, 2.18802, 13.50396], [-24.91293, 3.52191, 13.96391], [-25.56313, 3.45313, 15.31905], [-24.52658, 3.48183, 16.44927], [-23.69545, 4.73528, 16.45925], [-22.92774, 4.66458, 15.16848], [-23.93389, 4.63131, 14.05471], [-23.12861, 4.60414, 12.83552], [-22.17495, 6.01503, 15.04813], [-21.81694, 3.67880, 15.10981], [-26.01740, 3.96653, 12.98136], [-23.87629, 1.57534, 14.28106], [-23.75539, 2.29447, 12.61918], [-25.27952, 1.57359, 13.22745], [-26.17199, 4.30923, 15.45008], [-26.27743, 2.63084, 15.31816], [-23.86979, 2.64363, 16.48873], [-25.22007, 3.40100, 17.36218], [-23.00615, 4.77075, 17.29591], [-24.33650, 5.64709, 16.39741], [-21.43759, 6.08694, 15.80616], [-21.67844, 6.10012, 14.03786], [-23.01041, 6.72639, 15.13230], [-21.29870, 3.82927, 14.17315], [-21.15790, 3.90623, 15.87569], [-22.10240, 2.60292, 15.09213], [-26.90379, 3.34845, 13.08983], [-25.61053, 4.10085, 11.94896], [-26.35022, 4.96710, 13.25752], [-23.36277, 5.40693, 12.32340], [-21.86579, 3.63978, 25.68294], [-22.48323, 4.73193, 24.73340], [-21.44533, 5.84533, 24.36757], [-20.47159, 5.34632, 23.36605], [-21.17490, 4.81907, 22.09306], [-22.20677, 3.70045, 22.39375], [-23.05617, 4.18255, 23.48965], [-24.13726, 3.25110, 23.74500], [-23.01615, 3.47762, 21.06642], [-21.42705, 2.38627, 22.72838], [-23.59936, 5.32347, 25.67445], [-20.94721, 3.08671, 25.34886], [-22.71168, 2.91305, 25.75542], [-21.68660, 4.14253, 26.66602], [-21.97645, 6.78297, 24.11258], [-21.04436, 5.92969, 25.38124], [-19.86714, 4.54780, 23.85183], [-19.76432, 6.10893, 23.03992], [-20.30574, 4.51928, 21.45040], [-21.70935, 5.68073, 21.65189], [-23.80829, 4.15047, 20.80364], [-22.23763, 3.57870, 20.29107], [-23.35819, 2.42605, 20.98632], [-20.83916, 1.89550, 21.95809], [-20.66840, 2.46921, 23.55158], [-22.11510, 1.54067, 22.91793], [-24.26782, 6.10267, 25.25071], [-23.02380, 5.70325, 26.50160], [-24.28168, 4.54960, 26.16114], [-23.79932, 2.47605, 24.22515], [-19.67983, -3.63495, 15.71976], [-19.81881, -2.12202, 16.04224], [-20.16139, -1.32191, 14.77889], [-20.73383, 0.09134, 15.14389], [-21.88542, 0.03233, 16.17034], [-21.41448, -0.63829, 17.53094], [-20.85102, -1.98276, 17.06966], [-20.43767, -2.63352, 18.25591], [-20.53322, 0.22372, 18.38878], [-22.74391, -0.98967, 18.26393], [-18.37280, -1.58329, 16.42781], [-18.77161, -3.83305, 15.11313], [-20.47045, -4.12528, 15.12152], [-19.55720, -4.22599, 16.66339], [-19.31675, -1.20259, 14.14040], [-20.93305, -1.81658, 14.17316], [-21.17179, 0.64533, 14.33693], [-19.98439, 0.78261, 15.53145], [-22.67163, -0.58517, 15.89121], [-22.31228, 0.97146, 16.55310], [-19.52641, 0.44112, 18.02094], [-20.92856, 1.21867, 18.49778], [-20.46552, -0.18479, 19.37378], [-22.66080, -1.55564, 19.18845], [-23.35235, -0.13292, 18.32860], [-23.33533, -1.60243, 17.63984], [-17.64666, -1.67457, 15.63651], [-17.86440, -2.00364, 17.25783], [-18.37501, -0.47413, 16.62693], [-21.05579, -3.36467, 18.43297], [-23.38344, -6.84532, 19.38648], [-22.26503, -6.50272, 18.46487], [-22.74292, -6.00719, 17.06506], [-21.49595, -5.41945, 19.05562], [-22.86307, -7.25914, 20.27733], [-23.99061, -7.61939, 18.93015], [-23.97086, -5.91376, 19.70376], [-21.62642, -7.39454, 18.41089], [-23.36143, -6.81814, 16.71612], [-21.89653, -6.00680, 16.34104], [-23.25844, -5.06516, 17.14094], [-20.54792, -5.55927, 18.87477], [-18.36717, -7.36936, 17.75870], [-16.87656, -6.98661, 17.67708], [-16.33968, -7.51470, 16.37280], [-16.72397, -5.56976, 17.61633], [-18.97273, -6.96546, 16.91818], [-18.79222, -7.07337, 18.69672], [-18.47930, -8.48451, 17.86898], [-16.31009, -7.40133, 18.53612], [-15.37924, -7.08531, 16.12256], [-17.03900, -7.16136, 15.54759], [-16.21820, -8.58275, 16.13437], [-17.34819, -5.21893, 18.25527], [-18.83571, -5.76323, 21.23892], [-18.96215, -4.28847, 20.86126], [-17.96931, -3.34366, 21.59762], [-18.66538, -4.24954, 19.42176], [-17.85066, -6.17047, 21.04599], [-19.57647, -6.34768, 20.66896], [-18.97719, -5.93027, 22.24315], [-19.94948, -3.94094, 21.02777], [-18.11115, -2.29873, 21.42989], [-16.92552, -3.66523, 21.40869], [-18.09779, -3.50167, 22.67690], [-18.99855, -3.40777, 19.08871], [-15.72563, -5.48689, 13.42173], [-16.03572, -4.37924, 14.37940], [-14.83580, -3.71555, 15.02703], [-16.59935, -3.25802, 13.61440], [-16.66955, -5.80045, 12.96623], [-15.27671, -6.38681, 13.91069], [-15.00215, -5.13451, 12.70996], [-16.78182, -4.59428, 15.08061], [-15.26168, -2.79380, 15.40596], [-14.04703, -3.42023, 14.33197], [-14.51562, -4.25628, 15.86966], [-15.99856, -3.01824, 12.87548], [-14.21614, -3.01904, 20.94983], [-14.52638, -1.99342, 19.90855], [-14.15226, -2.27688, 18.47389], [-15.97439, -1.64435, 19.92662], [-14.45842, -2.69081, 21.98333], [-13.15056, -3.16794, 20.89206], [-14.74379, -3.94248, 20.67285], [-14.04917, -1.05315, 20.21549], [-14.45766, -1.45155, 17.84462], [-14.66299, -3.17499, 18.10856], [-13.07004, -2.53382, 18.26213], [-16.42763, -2.35845, 19.53674], [-16.79358, 2.53347, 13.12549], [-17.25377, 1.43578, 13.99197], [-16.11838, 0.51898, 14.44319], [-17.98414, 1.93845, 15.15461], [-17.61097, 3.13773, 12.72964], [-16.18802, 2.09334, 12.33312], [-16.09679, 3.16477, 13.73644], [-17.93877, 0.80977, 13.49371], [-15.31544, 1.21954, 14.77953], [-15.66361, -0.08780, 13.65593], [-16.33199, -0.03651, 15.35254], [-18.18476, 2.82949, 15.05817]],
  "forces_ev_per_a": [[-2.199, 0.579, -0.902], [-1.554, -0.262, -1.306], [0.426, -2.006, 0.425], [-0.435, -0.540, -0.516], [-0.860, 1.128, -0.304], [0.390, -0.824, 1.096], [0.813, -1.482, 1.313], [1.012, 1.256, -1.261], [-2.025, -0.181, 0.864], [-0.846, -1.212, -1.196], [0.288, 1.760, 0.076], [0.002, -0.823, 0.028], [1.073, 1.705, 0.435], [0.181, -0.775, -0.334], [-0.308, 0.307, -0.746], [0.433, 0.618, 0.304], [-0.192, -0.257, 0.300], [-0.628, 0.603, 0.561], [0.762, -0.127, -0.373], [0.707, -0.716, 0.703], [0.378, 1.210, 0.333], [0.355, 0.178, -0.668], [1.458, -0.492, 0.412], [-0.047, 0.785, -0.204], [1.052, 0.512, 0.424], [0.058, 0.184, -0.544], [0.595, 0.054, 0.424], [-0.062, -0.810, 0.540], [-0.233, -0.118, -0.330], [-0.749, -0.285, 0.498], [1.044, 1.789, 0.769], [0.898, -0.088, -0.141], [-1.640, -2.208, 0.401], [0.841, -1.139, -1.180], [-1.650, 0.279, -0.645], [1.608, -0.918, -1.852], [-1.011, -0.536, 1.983], [-0.042, 0.597, -0.331], [-2.005, 1.150, -0.015], [-1.216, -0.153, 0.094], [0.626, -1.545, -1.475], [-1.200, -0.685, -0.397], [-0.054, -0.362, -0.527], [0.290, -0.056, -0.171], [1.091, 0.707, 0.825], [-0.258, 0.674, 0.363], [-0.393, 0.576, -0.500], [0.339, 0.421, -0.068], [0.809, 0.240, 0.111], [-0.276, -0.256, 0.938], [0.536, 0.314, -0.144], [-0.028, -0.298, -0.160], [0.725, -0.406, 0.276], [0.536, 0.977, 1.100], [0.699, -0.704, 0.313], [0.317, -0.191, -0.988], [1.006, 0.017, 1.407], [-0.079, 0.037, 0.451], [-1.489, 1.934, -0.504], [0.002, -0.196, -0.035], [0.823, -1.533, 0.032], [-0.658, 0.943, -0.346], [1.111, -0.442, 0.124], [-3.078, -0.236, 2.384], [-0.966, -0.205, -0.820], [0.503, 1.843, -0.896], [1.156, 0.133, -0.714], [-0.605, 0.415, -0.242], [-1.605, -0.094, -2.173], [-1.098, -2.368, -1.795], [0.800, 1.157, -0.399], [-0.266, 0.743, -0.541], [-0.300, -0.118, 0.426], [0.267, 0.178, -0.069], [-0.630, 1.174, 0.112], [0.324, -0.421, 0.345], [0.328, -0.901, -0.160], [1.349, 0.121, -0.699], [-0.014, 0.133, 0.229], [0.429, -0.591, 0.401], [0.523, 0.342, 0.856], [-0.526, 0.021, 1.134], [0.834, 0.516, 0.008], [0.251, 0.040, -0.279], [1.391, 0.025, 1.692], [0.159, 0.746, 0.396], [0.116, -0.425, -0.514], [-0.586, -0.703, 0.605], [0.073, 0.154, 0.193], [-0.032, -0.610, 0.742], [-0.119, -0.152, -0.313], [-0.564, -0.452, 0.152], [-1.764, -0.582, 1.663], [0.555, -0.637, -0.484], [0.715, 0.551, 0.814], [0.908, -0.184, -0.712], [-0.987, -0.257, -0.002], [0.607, 0.616, -0.190], [1.549, -1.404, 0.217], [0.048, -0.803, 0.731], [-0.735, -0.757, -0.306], [-0.884, 0.798, 0.310], [0.945, 0.224, 0.554], [-0.079, -0.807, -0.683], [0.304, -0.491, -0.110], [0.701, 0.822, -0.271], [-0.253, 0.336, -0.457], [0.067, 0.136, 0.189], [-1.340, -0.142, 0.078], [0.232, -0.394, -0.092], [-0.414, 0.506, 0.456], [-0.330, -0.080, -0.010], [-0.132, 0.609, 0.171], [0.116, 0.737, -0.948], [-1.048, 0.091, -0.554], [-0.013, 0.670, 0.590], [0.698, -0.426, -0.012], [-0.027, 0.694, 0.388], [0.948, 0.695, -1.006], [0.277, 0.177, -0.182], [0.691, -0.794, 0.091], [2.018, -0.192, -0.299], [-2.367, 1.153, 0.599], [-0.598, 0.202, 1.060], [2.369, 0.045, 2.609], [-0.993, -1.388, -2.125], [-0.972, 1.025, 0.648], [0.350, -0.343, 0.513], [0.708, 0.384, -0.337], [1.394, -0.468, -0.258], [-0.786, 1.709, -0.027], [-0.322, 0.433, 0.403], [-0.196, 0.721, 0.446], [-0.077, 0.508, -0.718], [0.828, -0.089, -0.291], [0.060, -0.174, 0.256], [0.100, -0.100, -1.196], [0.300, -0.306, 0.044], [-1.516, -1.040, -1.132], [0.287, 0.181, -0.845], [-0.162, -0.594, -0.222], [-0.740, 0.483, 0.070], [0.265, -0.371, 0.715], [0.316, 0.470, 0.301], [-0.532, 1.428, 0.797], [-0.422, -1.041, -1.031], [-0.165, -0.442, -0.762], [-0.017, -0.820, 1.218], [-0.287, -0.987, -0.186], [-0.023, 0.106, -0.363], [0.021, 0.942, 1.476], [0.569, 1.618, -1.194], [1.493, -1.880, 0.508], [0.414, -0.381, 0.126], [-0.785, 0.186, -0.187], [-0.380, 0.045, 0.136], [0.615, -1.409, -0.580], [0.015, 0.185, -0.422], [-0.792, 0.013, -0.437], [-0.451, 0.539, 0.591], [-0.143, 0.281, -0.083], [-0.396, 0.176, 0.015], [0.128, -1.250, 0.322], [-0.581, -0.607, -0.356], [-0.397, 0.259, -2.344], [0.166, -0.503, -0.040], [0.527, -0.324, 0.448], [-0.294, 0.787, 0.553], [0.202, 0.838, -0.748], [-0.327, 0.164, -0.238], [0.352, 0.323, 0.179], [0.738, -0.210, 0.914], [-0.331, 0.080, 1.013], [-0.284, 0.561, 0.377], [-0.076, 0.487, -2.077], [2.462, -0.064, -0.770], [0.044, -2.172, 0.750], [-0.115, -0.301, 1.027], [0.366, 0.151, -0.446], [0.257, 0.178, 0.297], [-0.668, -0.221, 2.459], [-1.089, 0.200, -0.048], [-0.071, 0.639, -0.536], [-0.609, 0.375, -0.177], [-0.102, 0.071, -0.022], [-0.208, 0.265, -0.453], [-0.264, -1.397, 0.885], [1.692, 2.356, -2.043], [-0.972, 0.465, -0.018], [-0.417, -0.232, -0.808], [0.307, -0.019, -0.324], [-0.343, 0.735, -0.216], [0.191, 0.119, -0.643], [-0.941, -0.571, 1.151], [0.169, 0.335, 0.293], [0.046, -0.454, -0.031], [0.993, -0.853, 0.974], [-0.443, -0.437, 0.773], [-0.260, -0.327, 0.014], [-1.260, 1.780, 0.098], [1.049, -1.329, -0.510], [2.243, 1.166, 0.844], [-0.083, -0.190, -0.780], [0.496, -0.441, 0.166], [0.246, -0.025, 0.398], [-0.082, -0.044, -0.107], [0.044, 0.224, -0.110], [-0.296, 0.039, 0.098], [-0.953, 0.636, 0.617], [-1.011, -1.475, -0.788], [1.244, 0.917, 0.215], [-0.485, -0.708, 1.662], [1.322, 1.810, 0.922], [1.293, -2.852, 0.151], [0.107, -0.036, -0.097], [-0.135, 0.253, -0.296], [-0.563, -0.216, -0.577], [-1.160, -0.679, -0.943], [-0.172, -0.451, -0.191], [-0.484, -0.077, 0.047], [-0.379, -0.319, -0.321], [-0.446, 2.491, -0.486]]
}